Record 1
A 13-piece molecular cluster, C35H74F5N13O28SSi overall in a non-equilibrium geometry. Source: the Open Molecules 2025 dataset; level of theory: the ωB97M-V functional and the def2-TZVPD basis.

Last column: Löwdin charge in e.
Positions of all 157 atoms, in Å:
C (6.73155, -1.66332, 1.10578)  -0.050
C (6.05824, -0.62562, 0.17848)  -0.226
O (4.85336, -1.06539, -0.43096)  -0.084
C (3.74995, -1.04759, 0.45259)  -0.382
C (3.10701, 0.33165, 0.44836)  -0.086
C (1.68230, 0.39034, 1.04615)  -0.152
C (0.61850, 0.70699, -0.03337)  -0.169
C (-0.40683, -0.43371, -0.26323)  -0.156
C (-1.81246, 0.11640, -0.57965)  -0.190
C (-2.83766, -0.01983, 0.54922)  -0.183
C (-2.96897, -1.43918, 1.11494)  -0.252
C (-4.25878, -2.19520, 0.64551)  -0.232
Si (-3.73012, -3.98867, 0.33298)  0.604
C (-2.82148, -4.59740, 1.88793)  -0.165
C (-5.17905, -5.15135, 0.01680)  -0.174
C (-2.47007, -3.93442, -1.07325)  -0.246
C (-2.59657, -3.02723, -2.09073)  -0.113
C (-1.66620, -2.95824, -3.08631)  -0.085
C (-0.59469, -3.80347, -3.06730)  -0.087
C (-0.47953, -4.70952, -2.08059)  -0.095
C (-1.39839, -4.79305, -1.07558)  -0.096
O (2.83004, -2.05166, 0.09807)  -0.030
C (3.41728, -3.30668, -0.01027)  -0.335
C (3.32542, -3.90674, -1.43835)  -0.208
N (4.59865, -4.42290, -1.92877)  0.022
S (2.64799, -4.56240, 1.08510)  0.782
O (1.33901, -4.97032, 0.69011)  -0.245
O (3.58023, -5.65433, 1.07688)  -0.265
C (2.67376, -3.92962, 2.84037)  -0.455
F (3.73897, -3.13896, 3.04105)  0.122
F (2.83978, -5.00778, 3.61860)  0.125
C (1.34501, -3.23506, 3.28199)  -0.557
F (0.46371, -4.17703, 3.61228)  0.187
F (1.57924, -2.43732, 4.32439)  0.167
F (0.82346, -2.54090, 2.26472)  0.158
H (7.57386, -2.12655, 0.60364)  0.073
H (7.05888, -1.14693, 2.00567)  0.074
H (6.04160, -2.43064, 1.44932)  0.054
H (5.91328, 0.30353, 0.73151)  0.111
H (6.73961, -0.41961, -0.64099)  0.119
H (4.09657, -1.26199, 1.47523)  0.147
H (3.12073, 0.68745, -0.57995)  0.125
H (3.76133, 0.98212, 1.02632)  0.106
H (1.66691, 1.22487, 1.74586)  0.065
H (1.42668, -0.49505, 1.62031)  0.086
H (1.08487, 0.95851, -0.98417)  0.102
H (0.11318, 1.61112, 0.30036)  0.081
H (-0.04095, -0.99806, -1.12175)  0.110
H (-0.38252, -1.10576, 0.59058)  0.080
H (-1.68769, 1.18071, -0.77075)  0.082
H (-2.16665, -0.29883, -1.51300)  0.060
H (-2.60715, 0.69828, 1.33895)  0.107
H (-3.81072, 0.26243, 0.14394)  0.103
H (-2.09042, -2.05650, 0.93957)  0.060
H (-3.06751, -1.36093, 2.19991)  0.103
H (-5.03342, -2.12222, 1.40552)  0.071
H (-4.59422, -1.75182, -0.29249)  0.061
H (-3.35131, -4.32027, 2.79534)  0.034
H (-1.81233, -4.18968, 1.86386)  0.011
H (-2.69296, -5.67739, 1.80882)  0.029
H (-5.98597, -4.86957, 0.69623)  0.025
H (-5.55164, -5.14749, -1.00547)  0.022
H (-4.91555, -6.17507, 0.28572)  0.023
H (-3.42789, -2.34139, -2.09111)  0.075
H (-1.77578, -2.20803, -3.85786)  0.093
H (0.14577, -3.70538, -3.85077)  0.065
H (0.37881, -5.36963, -2.05405)  0.104
H (-1.30388, -5.49903, -0.26362)  0.096
H (4.47022, -3.32853, 0.26364)  0.116
H (2.98406, -3.12310, -2.10604)  0.120
H (2.62055, -4.73355, -1.48575)  0.099
H (4.90608, -5.19294, -1.34239)  0.069
H (5.31774, -3.71108, -1.83503)  0.068
C (2.26009, 4.43277, 4.15045)  0.054
N (2.04423, 3.69764, 2.87351)  -0.440
O (2.91658, 3.75752, 2.02811)  0.058
O (1.00533, 3.08602, 2.76302)  0.066
H (3.22286, 4.92787, 4.10378)  0.095
H (1.45307, 5.15215, 4.25227)  0.103
H (2.23245, 3.70346, 4.95425)  0.101
C (-3.88952, 0.93246, -5.21482)  0.048
N (-3.23325, 0.30035, -4.04314)  -0.418
O (-3.90009, -0.44037, -3.34484)  0.053
O (-2.06376, 0.56491, -3.86718)  0.072
H (-4.92418, 0.60878, -5.25649)  0.083
H (-3.82476, 2.00761, -5.09006)  0.087
H (-3.34679, 0.61191, -6.09749)  0.094
C (-0.51722, 3.98322, -5.40549)  0.056
N (-1.82592, 3.70000, -6.05361)  -0.428
O (-2.70353, 4.53212, -5.96948)  0.071
O (-1.93070, 2.63300, -6.62778)  0.025
H (-0.56391, 4.95990, -4.93888)  0.100
H (-0.34574, 3.20677, -4.66560)  0.085
H (0.24007, 3.95746, -6.18084)  0.074
C (3.51447, -2.92988, 6.72118)  0.048
N (3.55325, -2.34425, 8.08858)  -0.446
O (4.55360, -1.74817, 8.42088)  0.078
O (2.56715, -2.49825, 8.78119)  0.051
H (4.45189, -2.70495, 6.22591)  0.099
H (3.37564, -4.00214, 6.82609)  0.109
H (2.68013, -2.47983, 6.20185)  0.078
C (2.88594, -3.31545, -6.78280)  0.050
N (1.90049, -3.60832, -5.70618)  -0.434
O (0.98864, -4.36021, -5.97061)  0.077
O (2.09533, -3.06388, -4.63590)  0.053
H (2.59491, -3.86141, -7.67241)  0.093
H (2.86870, -2.24365, -6.95660)  0.101
H (3.86014, -3.63632, -6.42606)  0.101
C (0.94085, 6.56102, -8.36606)  0.049
N (1.64572, 5.46660, -7.65716)  -0.454
O (1.98324, 5.64340, -6.50477)  0.054
O (1.81424, 4.43486, -8.27695)  0.057
H (0.85208, 7.41303, -7.70163)  0.099
H (1.52508, 6.81242, -9.24680)  0.106
H (-0.04477, 6.15914, -8.63035)  0.055
C (0.74601, -0.66193, 10.76091)  0.039
N (0.48209, 0.59091, 11.52024)  -0.447
O (1.13021, 0.79661, 12.52070)  0.081
O (-0.37206, 1.33315, 11.07265)  0.040
H (1.52842, -1.21417, 11.26619)  0.093
H (-0.17855, -1.23070, 10.73299)  0.104
H (1.05742, -0.37766, 9.76124)  0.090
C (1.04352, 4.86182, -0.77968)  0.051
N (0.26416, 3.81810, -1.49869)  -0.428
O (-0.76023, 3.43329, -0.98213)  0.069
O (0.72645, 3.42678, -2.55339)  0.051
H (0.51907, 5.10948, 0.13584)  0.093
H (2.02521, 4.44692, -0.56786)  0.093
H (1.11698, 5.72382, -1.43637)  0.099
C (-0.05864, 3.98692, 9.31179)  0.037
N (-0.42110, 5.22178, 8.56294)  -0.445
O (-1.14438, 6.02722, 9.11200)  0.061
O (0.03556, 5.34052, 7.44558)  0.054
H (-0.53143, 4.01556, 10.28554)  0.090
H (-0.41222, 3.13840, 8.73448)  0.099
H (1.02309, 3.97177, 9.40500)  0.102
C (-4.82777, -3.16774, -5.69814)  0.053
N (-5.43960, -2.01628, -6.42098)  -0.451
O (-6.35068, -1.43311, -5.87214)  0.060
O (-4.97761, -1.73969, -7.50893)  0.055
H (-5.33738, -3.28754, -4.74956)  0.096
H (-4.95079, -4.04662, -6.32398)  0.100
H (-3.77603, -2.94086, -5.54743)  0.091
C (-1.97903, 3.25575, -10.10356)  0.065
N (-1.60736, 4.69190, -9.99192)  -0.422
O (-1.62787, 5.19295, -8.88156)  0.028
O (-1.30401, 5.27199, -11.00822)  0.086
H (-2.21952, 2.88494, -9.11297)  0.076
H (-2.83735, 3.19391, -10.76569)  0.104
H (-1.12435, 2.73250, -10.52179)  0.106
C (-4.28669, 6.59960, 8.88511)  0.030
N (-5.67645, 6.59113, 8.35081)  -0.457
O (-6.32182, 7.61435, 8.43769)  0.066
O (-6.06755, 5.55225, 7.86233)  0.061
H (-4.07615, 7.58346, 9.28648)  0.095
H (-4.23054, 5.84209, 9.66059)  0.100
H (-3.61785, 6.36457, 8.06368)  0.089

The calculation puts the gap between HOMO and LUMO at 0.307 hartree. As for the lowest unoccupied orbital energy: -0.4 eV. The HOMO energy comes out at -8.70 eV.

=====

Record 2
C24H48BaBrN3S4Si as an isolated structure in a non-equilibrium geometry. Source: the Open Molecules 2025 dataset; level of theory: the ωB97M-V functional and the def2-TZVPD basis.

Last column: Löwdin charge in e.
Positions of all 82 atoms, in Å:
Ba (-1.82069, 0.01956, 0.57889)  1.432
C (-3.02982, -2.46852, 3.39757)  -0.497
C (-1.93799, -3.41304, 2.90414)  -0.483
S (-1.41848, -3.17793, 1.17330)  0.790
C (-2.65461, -4.11253, 0.22250)  -0.501
C (-4.07807, -3.57688, 0.08459)  -0.489
S (-4.14894, -1.92634, -0.67542)  0.815
C (-5.68169, -1.25125, 0.05191)  -0.488
C (-5.84801, 0.28122, 0.10479)  -0.488
S (-4.46592, 1.46643, 0.09707)  0.798
C (-3.93586, 1.41745, 1.91541)  -0.538
C (-3.92248, -0.05802, 2.48235)  -0.622
S (-2.53132, -0.71394, 3.56246)  0.827
H (-3.43075, -2.78992, 4.35847)  0.096
H (-3.85320, -2.49776, 2.68743)  0.047
H (-2.28250, -4.44412, 3.00024)  0.097
H (-1.02930, -3.33174, 3.50043)  0.085
H (-2.70491, -5.10975, 0.66315)  0.096
H (-2.19801, -4.23860, -0.76052)  0.086
H (-4.59275, -3.55006, 1.04496)  0.073
H (-4.62660, -4.26547, -0.55852)  0.096
H (-5.77780, -1.66513, 1.05671)  0.070
H (-6.50518, -1.66157, -0.53046)  0.092
H (-6.44694, 0.53766, 0.97859)  0.094
H (-6.43292, 0.59340, -0.76049)  0.085
H (-4.67489, 1.98313, 2.47564)  0.092
H (-2.98675, 1.96025, 2.02716)  0.026
H (-3.92777, -0.76636, 1.65494)  -0.074
H (-4.84288, -0.20143, 3.04184)  0.099
N (-3.12834, 6.24136, -0.01612)  0.161
C (-2.23348, 5.27189, -0.29564)  -0.354
C (-2.31456, 3.98762, 0.28057)  -0.117
N (-1.44172, 3.02643, 0.00321)  -0.019
C (-0.46348, 3.34219, -0.85704)  -0.176
C (-0.38678, 4.60540, -1.41976)  -0.089
N (-1.25529, 5.56557, -1.15405)  0.148
H (-3.86225, 6.11918, 0.65540)  0.108
H (-2.99793, 7.14737, -0.43268)  0.119
H (-3.10559, 3.78735, 0.99316)  0.080
H (0.25563, 2.58059, -1.10810)  0.010
H (0.41088, 4.84479, -2.11346)  0.122
C (4.38223, -2.44012, -0.41360)  -0.070
C (2.90029, -2.02861, -0.48161)  -0.622
C (2.18702, -2.96659, -1.47009)  -0.108
C (2.25186, -2.26882, 0.89042)  -0.110
Si (2.77016, -0.18360, -0.98427)  0.609
Br (0.46172, -0.03218, -1.57442)  0.407
C (3.63753, 0.32320, -2.60087)  -0.634
C (3.52854, -0.78178, -3.66133)  -0.093
C (3.05449, 1.60523, -3.21458)  -0.101
C (5.13500, 0.54458, -2.29762)  -0.070
C (2.95451, 1.03881, 0.49437)  -0.603
C (1.74057, 1.02034, 1.43694)  -0.127
C (4.20903, 0.63816, 1.29778)  -0.074
C (3.15365, 2.50230, 0.06895)  -0.081
H (4.44678, -3.46907, -0.04942)  0.099
H (4.97087, -1.81759, 0.26098)  0.074
H (4.85175, -2.42090, -1.39709)  0.074
H (2.37060, -3.99817, -1.15693)  0.096
H (2.54255, -2.86759, -2.49157)  0.063
H (1.10670, -2.81199, -1.46932)  0.041
H (2.23361, -3.34381, 1.09034)  0.097
H (1.21305, -1.92516, 0.90673)  0.015
H (2.78832, -1.79209, 1.70895)  0.070
H (2.49277, -1.05757, -3.86961)  0.076
H (4.08367, -1.67628, -3.38067)  0.073
H (3.96343, -0.41467, -4.59442)  0.098
H (2.00923, 1.47661, -3.50189)  0.054
H (3.61249, 1.83473, -4.12614)  0.097
H (3.13479, 2.46999, -2.56214)  0.062
H (5.61793, -0.34739, -1.89745)  0.075
H (5.31400, 1.36617, -1.60500)  0.068
H (5.64525, 0.79562, -3.23121)  0.101
H (1.52554, 0.02632, 1.83702)  0.058
H (0.85090, 1.42692, 0.94182)  0.001
H (1.94488, 1.68088, 2.28491)  0.101
H (4.13979, -0.34735, 1.75340)  0.064
H (4.35583, 1.35986, 2.10595)  0.099
H (5.10782, 0.66581, 0.67899)  0.084
H (2.28893, 2.90786, -0.45614)  0.058
H (4.03299, 2.64289, -0.55379)  0.072
H (3.29882, 3.10657, 0.96903)  0.100

The calculation puts the gap between HOMO and LUMO at 0.310 hartree. As for the lowest unoccupied orbital energy: -4.9 eV. As for the charge: +2. The HOMO energy comes out at -13.33 eV.

=====

Record 3
One molecule with the formula C5H9Cl in a non-equilibrium geometry. Source: the Open Molecules 2025 dataset; level of theory: the ωB97M-V functional and the def2-TZVPD basis.

Last column: Löwdin charge in e.
Positions of all 15 atoms, in Å:
C (-0.37885, -1.20814, -1.25174)  -0.095
C (0.52697, -0.35778, -0.32946)  -0.867
C (0.07413, -0.31283, 1.13306)  -0.211
C (-0.55104, 1.10632, 0.99141)  -0.146
C (0.35042, 1.22362, -0.26395)  -0.161
H (-0.10656, -2.20250, -0.94125)  0.060
H (-1.42975, -0.98710, -1.11439)  0.078
H (-0.16642, -1.12829, -2.33027)  0.082
H (-0.62711, -1.13188, 1.39563)  0.113
H (0.90790, -0.34150, 1.83497)  0.100
H (-1.61275, 1.08505, 0.70515)  0.103
H (-0.36423, 1.82328, 1.82153)  0.108
H (1.28908, 1.64535, -0.03264)  0.080
H (-0.09519, 1.68667, -1.11912)  0.096
Cl (2.18340, -0.90029, -0.49892)  0.659

Its energy above the lowest of the compared OMol25 structures with the same formula, charge and spin is 55.5 kJ/mol. The SMILES is CC1(Cl)CCC1. The calculation puts the gap between HOMO and LUMO at 0.410 hartree. As for the lowest unoccupied orbital energy: 1.1 eV. The HOMO energy comes out at -10.09 eV.

=====

Record 4
C10H25N5O5PdSe as an isolated structure in a non-equilibrium geometry. Source: the Open Molecules 2025 dataset; level of theory: the ωB97M-V functional and the def2-TZVPD basis.

Last column: Löwdin charge in e.
Positions of all 47 atoms, in Å:
Pd (0.58811, -1.04950, 1.37969)  0.283
N (-1.57769, -2.64480, 0.78529)  -0.040
C (-2.71469, -1.93870, 1.31899)  -0.313
C (-2.72249, -0.40390, 1.07759)  -0.232
N (-1.53179, 0.23380, 1.58349)  -0.107
C (-1.55789, 0.88350, 2.87209)  -0.234
C (-1.48759, -0.12540, 4.04349)  -0.313
N (-0.25939, -0.87440, 4.12579)  -0.027
H (-0.68749, -2.19700, 1.17159)  -0.037
H (-1.50589, -2.47910, -0.21701)  0.028
H (-3.63459, -2.35970, 0.87939)  0.088
H (-2.74299, -2.13610, 2.39379)  0.081
H (-2.75789, -0.25580, -0.00771)  0.102
H (-3.64129, 0.03000, 1.52069)  0.098
H (-1.08859, 0.82380, 0.88929)  0.088
H (-0.65589, 1.50180, 2.93969)  0.104
H (-2.45899, 1.53090, 2.98949)  0.095
H (-1.63289, 0.43240, 4.98179)  0.092
H (-2.31789, -0.84000, 3.96199)  0.076
H (0.52261, -0.23080, 4.27649)  0.043
H (-0.02579, -1.26600, 3.16869)  -0.001
C (-0.06279, -1.60950, -3.77591)  -0.067
N (0.18741, -0.24370, -3.38891)  -0.109
C (0.88701, 0.55970, -4.35661)  -0.207
C (0.86981, 2.00280, -3.88491)  -0.169
C (1.57431, 2.04680, -2.53661)  -0.171
N (0.99031, 1.09600, -1.62571)  -0.070
C (1.37011, 1.24860, -0.23401)  -0.074
C (0.34111, -0.01840, -2.00791)  -0.470
O (-0.20849, -0.78950, -1.23881)  0.009
H (-0.88139, -1.66250, -4.50111)  0.078
H (-0.33779, -2.15820, -2.87741)  0.080
H (0.83541, -2.06650, -4.20901)  0.084
H (0.37191, 0.45550, -5.32131)  0.113
H (1.92701, 0.22010, -4.49431)  0.124
H (-0.16999, 2.31790, -3.77431)  0.115
H (1.36111, 2.66230, -4.60231)  0.103
H (1.48151, 3.03960, -2.08261)  0.122
H (2.64811, 1.84990, -2.66771)  0.130
H (0.86511, 2.11040, 0.21459)  0.094
H (2.45121, 1.37150, -0.11811)  0.056
H (1.13021, 0.31840, 0.34619)  -0.006
O (1.85811, 0.84140, 2.71819)  -0.561
Se (3.24491, 0.11800, 2.20709)  0.642
O (4.01651, 1.11740, 1.16109)  -0.573
O (2.90711, -1.30780, 1.45089)  -0.576
O (4.23321, -0.15500, 3.46489)  -0.570

Its energy above the lowest of the compared OMol25 structures with the same formula, charge and spin is 23.2 kJ/mol. The calculation puts the gap between HOMO and LUMO at 0.146 hartree. As for the lowest unoccupied orbital energy: 4.5 eV. As for the charge: -2. The HOMO energy comes out at 0.55 eV.

=====

Q: The lowest HOMO energy belongs to which entry?
A: C24H48BaBrN3S4Si

=====

Q: The lowest lowest unoccupied orbital energy belongs to which entry?
A: C24H48BaBrN3S4Si

=====

Q: What is the formula in the second record?
A: C24H48BaBrN3S4Si

=====

Q: The lowest gap between HOMO and LUMO belongs to which entry?
A: C10H25N5O5PdSe